1.
ORCA calculation (ωB97M-V/def2-TZVPD) on the molecule C6H14 in a non-equilibrium geometry.

Properties
electronic energy	-6447.2237	eV
ΔE to the lowest compared entry with this formula, charge and spin	50.4	kcal/mol
SMILES	CCCC(C)C
HOMO	-0.342	hartree
LUMO	0.042	Eh

ORCA input file:
```
! wB97M-V def2-TZVPD RIJCOSX def2/J DEFGRID3
* xyz 0 1
C 2.83 0.28 -0.02
C 1.44 -0.35 -0.16
C 0.30 0.47 0.37
C -1.01 -0.30 0.34
C -2.10 0.53 1.01
C -1.44 -0.73 -1.06
H 2.92 1.33 0.31
H 2.57 0.20 -1.10
H 3.69 -0.34 0.26
H 1.24 -0.42 -1.38
H 1.48 -1.40 0.12
H 0.24 1.38 -0.26
H 0.51 0.82 1.39
H -0.85 -1.21 0.94
H -3.05 -0.02 1.04
H -1.82 0.81 2.03
H -2.27 1.46 0.44
H -2.40 -1.26 -1.02
H -1.57 0.14 -1.71
H -0.71 -1.39 -1.54
*
```

=====

2.
ORCA calculation (ωB97M-V/def2-TZVPD) on a cluster of 3 separate species, C3H8N2O in total in a non-equilibrium geometry.

Properties
electronic energy	-8261.4680	eV
ΔE to the lowest compared entry with this formula, charge and spin	181.2	kcal/mol
HOMO	-0.328	hartree
LUMO	0.028	Eh

ORCA input file:
```
! wB97M-V def2-TZVPD RIJCOSX def2/J DEFGRID3
* xyz 0 1
C 1.98 1.05 0.34
C 1.49 -0.16 -0.46
C -0.74 -0.91 0.19
H 1.26 2.23 -0.30
H 3.45 0.86 -0.06
H 1.94 0.72 1.55
H 1.16 0.43 -1.25
H 2.40 -0.90 -0.79
H -1.30 -1.89 0.23
H -2.63 1.49 -0.72
H -2.99 -0.23 -0.12
N -1.06 0.30 0.01
N -2.50 0.66 0.03
O 0.66 -1.16 0.09
*
```

=====

3.
ORCA calculation (ωB97M-V/def2-TZVPD) on a structure of composition C4H9CrLiO4 in a non-equilibrium geometry.

Properties
electronic energy	-41104.0572	eV
HOMO (alpha / beta)	-0.494 / -0.495	hartree
LUMO (alpha / beta)	-0.185 / -0.142	Eh

ORCA input file:
```
! wB97M-V def2-TZVPD RIJCOSX def2/J DEFGRID3
* xyz 1 4
O 2.21 1.04 -1.88
Li 3.37 0.35 -0.62
O 2.11 -0.52 0.38
C 1.62 -1.75 0.74
O 0.21 -1.77 0.91
C -0.53 -1.31 -0.25
C -1.58 -0.33 0.18
O -0.98 1.00 0.13
C -1.82 2.07 0.51
Cr 0.74 0.38 -0.77
H 2.02 -2.09 1.71
H 1.87 -2.51 -0.03
H 2.22 1.36 -2.81
H -0.98 -2.18 -0.76
H -1.94 -0.47 1.22
H -2.44 -0.34 -0.50
H -1.17 2.93 0.74
H -2.51 2.33 -0.30
H -2.40 1.80 1.40
*
```